Entry 1:
Molecular formula: C39H56IMnN4O2S2Se
Method: DFT, ωB97M-V/def2-TZVPD

Element x y z (Å)
H  -1.41  5.31  -0.73
C  4.69  2.06  -0.95
H  -6.55  -0.67  1.50
H  -3.75  -5.39  -2.64
C  -2.66  0.09  0.81
H  -0.27  -6.53  -2.11
H  -1.30  4.20  0.64
C  3.03  -3.86  -2.02
H  -3.75  -4.05  -1.47
H  6.81  4.18  0.61
C  -3.80  4.48  -0.53
C  3.42  -2.99  0.26
H  -7.98  0.71  -1.62
C  -2.64  3.58  -0.97
C  6.48  3.31  0.06
C  6.96  1.23  -1.02
H  -2.83  -3.90  -2.97
C  0.31  -3.91  -1.21
H  -2.62  -3.33  0.33
O  1.19  -1.00  0.74
N  3.36  1.86  -1.35
H  3.98  2.61  2.15
H  -3.49  3.17  -2.95
C  2.90  -1.42  -1.63
C  -1.90  -5.21  -1.51
C  -3.13  -4.60  -2.19
C  -7.01  0.03  0.81
C  -3.98  -0.24  0.58
C  -2.94  2.15  -0.45
C  -1.14  -6.03  -2.55
S  2.04  2.88  0.85
H  -7.24  -1.60  -1.39
H  -1.75  2.90  -2.83
C  1.10  -2.91  -0.67
H  4.49  -2.91  0.03
H  -1.50  -6.62  0.10
H  5.43  3.93  4.10
H  -2.93  -5.63  0.37
C  4.20  2.17  5.91
C  -4.24  1.71  -0.71
H  5.28  0.22  -1.87
H  2.90  -4.87  -1.63
H  -5.65  -1.25  -2.10
C  4.04  1.28  3.60
H  -0.47  3.84  -0.87
C  -4.80  0.55  -0.22
Se  -1.64  -1.09  1.92
C  5.62  1.09  -1.34
O  -0.75  1.42  0.46
C  -2.57  3.54  -2.50
H  -2.38  4.55  -2.89
H  -0.20  1.58  -0.38
C  2.15  2.10  -0.71
C  4.37  3.69  3.96
H  1.20  1.17  -2.13
C  -1.59  -3.22  0.02
H  -5.76  -2.02  -0.52
H  -7.04  2.08  -1.01
C  5.14  3.19  -0.26
H  3.96  -1.36  -1.88
H  -3.87  4.51  0.55
H  2.49  -3.78  -2.97
C  0.51  -1.98  0.24
H  7.66  0.46  -1.32
N  4.13  1.09  4.93
C  -6.96  1.08  -1.44
C  3.69  3.47  5.29
H  3.27  1.14  -2.06
C  -2.10  1.26  0.26
H  -8.04  -0.29  0.63
H  -4.36  -1.15  1.03
H  3.85  0.18  5.23
C  -1.38  4.25  -0.45
C  -6.23  0.11  -0.51
H  -7.03  1.01  1.30
N  4.24  2.51  3.13
H  3.91  4.53  3.42
H  -6.46  1.16  -2.41
H  2.61  3.38  5.13
H  3.23  -3.97  0.69
C  2.59  -2.80  -1.02
Mn  1.02  0.67  1.83
C  7.40  2.34  -0.30
C  -1.04  -4.10  -0.90
H  -2.99  -6.95  -0.80
I  0.33  1.32  4.30
H  3.17  -2.23  1.00
H  3.88  4.30  5.97
C  -6.22  -1.28  -1.17
H  8.45  2.44  -0.04
H  2.65  -0.63  -0.93
H  5.23  2.30  6.25
H  2.32  -1.28  -2.55
N  1.05  1.69  -1.27
H  4.44  3.96  0.00
H  -1.80  -6.79  -2.96
H  -4.86  2.36  -1.31
H  3.59  1.89  6.77
H  0.77  -4.59  -1.91
H  -0.79  -5.40  -3.37
H  -4.77  4.16  -0.93
C  -0.85  -2.20  0.58
S  3.73  -0.02  2.56
H  -3.62  5.50  -0.89
H  4.09  -3.72  -2.24
C  -2.36  -6.16  -0.39

<S²>: 8.756
HOMO level (alpha / beta): -4.62 / -4.73 eV
charge: -1
spin multiplicity: 6
relative energy (zero: lowest compared OMol25 entry of this formula, charge and spin): 23.3 kcal/mol
energy: -6535.990988 Ha
LUMO energy (alpha / beta): 2.408 / 2.407 eV
HOMO-LUMO gap (alpha / beta): 7.03 / 7.14 eV

Entry 2:
Molecular formula: C12H21F3O3PS
Method: DFT, ωB97M-V/def2-TZVPD

Element x y z (Å)
O  3.22  -1.55  -0.43
O  3.14  -3.55  0.99
H  1.49  -0.44  0.37
H  3.41  0.32  -2.19
H  2.50  1.71  -1.29
H  1.42  0.56  -3.63
C  -0.55  -0.79  3.94
H  -3.49  -0.56  -0.97
H  -3.08  1.28  -0.99
H  -2.01  2.49  0.48
H  3.19  0.36  0.57
C  2.51  -2.70  0.14
S  -2.61  -2.15  0.86
H  0.97  -0.99  -2.60
F  0.06  3.89  2.76
F  1.92  3.13  1.36
C  -1.55  1.77  1.28
H  0.24  -2.49  0.52
C  -0.27  0.94  -2.10
H  -0.08  1.66  -1.20
C  -1.42  -0.20  -1.85
H  0.35  -1.09  4.66
H  -2.02  2.10  2.33
F  -0.02  4.09  0.33
H  -0.69  -0.37  0.43
H  -0.96  -1.26  -1.56
C  -1.25  -0.48  2.74
H  -3.30  0.21  1.58
C  2.52  -0.28  -0.17
H  -1.96  -0.37  -2.90
H  0.72  -2.72  -1.30
P  -2.00  -0.07  1.00
H  -0.64  1.61  -3.01
C  0.41  3.22  1.47
C  -2.61  0.22  -0.80
H  0.74  -4.26  -0.10
O  -0.08  1.84  1.41
H  -2.73  -2.71  2.17
C  1.15  0.18  -2.53
C  2.42  0.57  -1.57
C  0.94  -3.12  -0.21

HOMO level: -5.12 eV
charge: -1
spin multiplicity: 1
energy: -1734.328613 Ha
LUMO energy: 3.122 eV
HOMO-LUMO gap: 8.25 eV

- The highest energy belongs to which entry?
  C12H21F3O3PS

- Which of these has the highest energy?
  C12H21F3O3PS

- Which of these has the highest energy?
  C12H21F3O3PS